Below is 12 unconnected molecules or ions with the total composition C20H64N8O12, with properties calculated with ωB97M-V with the def2-TZVPD basis set.

Positions of all 104 atoms, in Å:
N -1.114 -0.647 2.504
C -0.360 -1.622 2.185
N -0.162 -2.468 3.155
O 0.044 -1.779 0.860
H -1.246 0.133 1.875
H -1.270 -0.370 3.509
H 0.303 -3.421 3.058
H -0.746 -2.396 3.995
N -1.763 2.366 -1.187
C -2.777 2.484 -0.289
N -3.816 3.223 -0.605
O -2.646 1.870 0.954
H -1.067 1.647 -0.842
H -1.695 2.719 -2.201
H -4.537 3.254 0.071
H -3.862 3.864 -1.467
N 1.683 1.725 -4.851
C 2.702 1.594 -5.657
N 3.044 0.344 -5.789
O 3.107 2.631 -6.421
H 1.542 2.704 -4.487
H 1.378 0.976 -4.300
H 3.644 0.037 -6.527
H 2.712 -0.429 -5.212
N 1.290 -3.877 -0.262
C 2.246 -3.486 -1.011
N 2.743 -4.476 -1.643
O 2.785 -2.274 -0.946
H 0.688 -3.283 0.245
H 1.112 -4.880 -0.073
H 3.640 -4.427 -2.153
H 2.259 -5.366 -1.635
C -0.609 -0.301 -3.563
C 0.265 -1.340 -3.115
C -0.034 -2.709 -3.871
O 1.473 -1.114 -3.362
H -0.617 -0.064 -4.622
H -0.406 0.600 -2.975
H -1.669 -0.549 -3.356
H 0.068 -1.585 -2.074
H -0.149 -2.632 -4.907
H -0.860 -3.211 -3.613
H 0.783 -3.421 -3.554
H 1.924 -1.641 -2.703
C -2.015 3.593 3.473
C -3.052 2.890 4.414
C -3.893 1.794 3.720
O -2.596 2.479 5.531
H -2.527 3.942 2.639
H -1.301 2.842 3.008
H -1.380 4.375 3.803
H -3.741 3.655 4.696
H -3.271 0.924 3.511
H -4.279 2.051 2.719
H -4.742 1.559 4.296
H -3.070 2.792 6.305
C -2.303 -3.469 -1.273
C -2.964 -2.408 -0.355
C -2.841 -0.980 -0.883
O -4.205 -2.516 -0.202
H -1.351 -3.124 -1.473
H -2.895 -3.665 -2.117
H -2.207 -4.290 -0.648
H -2.475 -2.480 0.668
H -1.867 -0.538 -0.844
H -3.447 -0.251 -0.391
H -3.127 -0.980 -1.896
H -4.580 -1.885 0.453
C 2.070 1.743 -1.183
C 1.335 0.878 -0.124
C 1.338 1.510 1.307
O 0.136 0.570 -0.360
H 2.097 1.263 -2.166
H 3.016 1.877 -0.843
H 1.624 2.676 -1.385
H 1.820 -0.062 -0.139
H 1.050 2.545 1.315
H 2.333 1.366 1.751
H 0.808 1.070 2.114
H 0.004 -0.285 0.020
C 2.975 -2.383 2.204
O 2.487 -1.957 3.466
H 2.261 -3.164 1.904
H 4.035 -2.702 2.310
H 2.870 -1.582 1.516
H 1.608 -2.244 3.451
C 0.425 0.300 5.215
O -0.925 0.438 4.837
H 0.609 0.457 6.291
H 1.038 0.986 4.650
H 0.714 -0.709 4.859
H -1.178 1.349 4.675
C 5.139 -1.212 -1.659
O 5.644 -2.394 -1.214
H 5.680 -0.510 -2.251
H 4.744 -0.552 -0.884
H 4.246 -1.333 -2.270
H 5.011 -2.665 -0.575
C -0.905 5.289 0.416
O -0.306 4.614 -0.655
H -0.551 6.288 0.239
H -0.348 4.888 1.260
H -1.933 5.076 0.384
H -0.870 3.857 -0.771

charge: 0
energy relative to the best compared isomer or geometry (same formula, charge and spin): 210.5 kcal per mole
E: -2141.1079 hartree
HOMO: -8.62 eV
lowest unoccupied orbital energy: 0.0038 eV
largest force on an atom: 10.2 eV Å⁻¹
orbital gap: 8.6 eV
spin multiplicity: 1

Atom charges from the Löwdin analysis, given in e for atoms 1 to 6: N 0.221; C -0.557; N 0.153; O -0.111; H 0.097; H 0.079